No. 1
ORCA calculation (ωB97M-V with the def2-TZVPD basis set) on a structure of composition C2H6N3S in a non-equilibrium geometry.

Output
charge = +1
LUMO = -4.10 eV
frontier orbital gap = 8.67 eV
HOMO energy = -12.769 eV
relative energy (zero: lowest compared OMol25 entry of this formula, charge and spin) = 367.0 kJ/mol

Geometry (Å):
1 C 1.527 0.172 1.634
2 C -0.965 -0.170 -1.700
3 N -0.934 -0.025 -0.470
4 N 1.647 -1.081 1.666
5 N 1.571 1.326 1.537
6 S 0.283 -2.103 1.161
7 H -1.793 -0.107 -2.515
8 H -0.126 -0.819 -2.150
9 H -0.388 -0.905 0.255
10 H 2.314 -1.627 2.203
11 H -1.789 0.192 0.169
12 H 1.539 2.138 0.991

No. 2
ORCA calculation (ωB97M-V with the def2-TZVPD basis set) on a cluster of 2 separate species, C5H8N2O in total in a non-equilibrium geometry.

Output
structure (SMILES) = [H]/N=N\C=C.CC=C=O
LUMO = 0.23 eV
frontier orbital gap = 8.13 eV
HOMO energy = -7.893 eV
relative energy (zero: lowest compared OMol25 entry of this formula, charge and spin) = 432.3 kJ/mol

Geometry (Å):
1 H -2.012 -1.866 -0.642
2 N -1.858 -1.110 0.059
3 N -1.090 -0.228 -0.321
4 C -0.428 -0.210 -1.557
5 C 0.125 -1.292 -2.117
6 H -0.311 0.787 -1.962
7 H 0.112 -2.249 -1.616
8 H 0.700 -1.223 -3.024
9 C 0.018 1.638 1.758
10 C 0.575 0.291 1.367
11 C 1.585 0.116 0.519
12 O 2.579 -0.042 -0.075
13 H 0.335 1.904 2.767
14 H -1.070 1.596 1.724
15 H 0.346 2.408 1.063
16 H 0.395 -0.520 2.059